The ion C2H6 with charge +1. Source: the Open Molecules 2025 dataset; level of theory: ωB97M-V with the def2-TZVPD basis set.

XYZ file:
```
8
Properties=species:S:1:pos:R:3
C -0.63655 0.23146 0.29337
C 0.66709 -0.15666 -0.24208
H -1.19184 -0.70092 0.65228
H -1.45845 0.47323 -0.44467
H -0.41565 0.96979 1.03294
H 1.02792 -1.19211 0.05072
H 0.62883 -0.38783 -1.34058
H 1.42365 0.58651 -0.01209
```

- spin multiplicity = 2
- ⟨S²⟩ = 0.753
- HOMO level (spin up / spin down) (eV) = -19.22 / -19.59
- energy relative to the best compared isomer or geometry (same formula, charge and spin) (kcal per mole) = 2.99
- total charge = +1



The molecule C2H6BBrO2. Source: the Open Molecules 2025 dataset; level of theory: ωB97M-V with the def2-TZVPD basis set.

XYZ file:
```
12
Properties=species:S:1:pos:R:3
O -0.98042 0.87114 0.69768
B 0.18751 0.19965 0.86024
O 1.12162 0.50835 1.85986
C 0.50422 -1.05876 0.00614
C -0.56564 -0.88047 -1.45734
Br -0.02520 -1.97028 -2.87917
H -1.05054 1.61666 1.35207
H 1.07944 1.30549 2.30174
H 0.20647 -2.04337 0.48238
H 1.57304 -1.15034 -0.38071
H -1.46553 -1.10397 -1.08188
H -0.54507 0.24451 -1.86028
```

- HOMO level (eV) = -9.57
- energy relative to the best compared isomer or geometry (same formula, charge and spin) (kcal per mole) = 13.60
- SMILES string = OB(O)CCBr



A cluster of 2 separate species, C2H6BF in total. Source: the Open Molecules 2025 dataset; level of theory: ωB97M-V with the def2-TZVPD basis set.

XYZ file:
```
10
Properties=species:S:1:pos:R:3
B 0.29954 0.13003 -0.16749
C 1.94517 0.21439 0.12681
C -2.05057 -0.62829 0.05945
F -2.88646 0.43066 -0.08069
H 2.46032 -0.62439 0.58195
H -0.03838 1.03429 -0.97752
H 2.22774 1.11726 0.76482
H 2.45383 0.57855 -0.71155
H -2.08576 -0.98246 1.18599
H -2.32544 -1.27004 -0.78177
```

- HOMO level (eV) = -8.49
- energy relative to the best compared isomer or geometry (same formula, charge and spin) (kcal per mole) = 85.38



A cluster of 3 separate species, C2H6Br2NS2 in total. Source: the Open Molecules 2025 dataset; level of theory: ωB97M-V with the def2-TZVPD basis set.

XYZ file:
```
13
Properties=species:S:1:pos:R:3
C 0.93777 0.97357 -0.35082
C 0.20638 0.02944 0.25748
N -0.35378 -1.18298 -0.24840
S -0.04422 0.16260 2.04252
S -2.33411 0.78363 -0.94669
Br 1.91907 2.41928 0.27344
Br 2.29233 -2.67128 -0.19443
H 0.96765 0.82810 -1.47648
H -0.04718 -1.42041 -1.16794
H 0.03968 -2.01817 0.17760
H -1.32938 -1.23664 -0.11485
H 0.34511 1.45064 1.93447
H -2.59931 1.88221 -0.18590
```

- HOMO level (spin up / spin down) (eV) = -13.17 / -13.23
- energy relative to the best compared isomer or geometry (same formula, charge and spin) (kcal per mole) = 74.39
- total charge = +1



A structure of composition C2H6Br2Si. Source: the Open Molecules 2025 dataset; level of theory: ωB97M-V with the def2-TZVPD basis set.

XYZ file:
```
11
Properties=species:S:1:pos:R:3
C 1.01069 -0.18783 0.99231
C -0.56741 1.72279 -0.81946
Si 0.59707 0.30088 -0.80491
Br 4.54804 -0.19314 0.04843
Br -0.06347 3.20303 0.09495
H 0.96838 -1.33286 1.01796
H 1.86608 0.32808 1.39536
H 0.17979 0.39397 1.60441
H -1.59156 1.50076 -1.08629
H -0.12347 -0.72266 -1.26628
H 1.70578 0.57359 -1.60871
```

- HOMO level (spin up / spin down) (eV) = -10.20 / -8.42
- energy relative to the best compared isomer or geometry (same formula, charge and spin) (kcal per mole) = 114.81



A structure of composition C2H6BrLi2O. Source: the Open Molecules 2025 dataset; level of theory: ωB97M-V with the def2-TZVPD basis set.

XYZ file:
```
12
Properties=species:S:1:pos:R:3
Li -2.38886 4.30593 -1.75043
Li -1.88232 0.50061 -0.15094
Br -1.06723 2.42413 -1.38503
C 1.06511 -1.33557 -0.38489
C 0.63236 -0.33462 0.67267
O -0.78812 -0.61655 1.01846
H 0.76109 -2.34868 -0.15106
H 2.13437 -1.22850 -0.54724
H 0.53663 -1.01586 -1.29052
H 0.72913 0.70647 0.37173
H 1.15499 -0.46022 1.62370
H -0.88715 -0.59715 1.97354
```

- HOMO level (eV) = -13.79
- energy relative to the best compared isomer or geometry (same formula, charge and spin) (kcal per mole) = 0.00
- total charge = +1